{
  "formula": "C21H26N4",
  "method": "ωB97M-V/def2-TZVPD",
  "symbols": ["C", "C", "C", "C", "N", "C", "C", "C", "C", "C", "N", "C", "C", "C", "C", "N", "C", "C", "N", "C", "C", "C", "C", "C", "C", "H", "H", "H", "H", "H", "H", "H", "H", "H", "H", "H", "H", "H", "H", "H", "H", "H", "H", "H", "H", "H", "H", "H", "H", "H", "H"],
  "xyz": [[2.2338, 3.9560, 1.6240], [1.1867, 2.9413, 2.0693], [0.0645, 2.7431, 1.0506], [0.5170, 2.0290, -0.2262], [1.0594, 0.7105, 0.0678], [2.4385, 0.4579, -0.3001], [2.5940, -0.5837, -1.4139], [1.8137, -0.2062, -2.6711], [1.9854, -1.2499, -3.7673], [0.1507, -0.2590, 0.3460], [-1.1157, 0.0974, 0.1794], [-2.0819, -0.8235, 0.2420], [-3.4557, -0.3442, 0.0399], [-3.7340, 1.0147, -0.0911], [-5.0502, 1.4022, -0.2730], [-6.0622, 0.5522, -0.3325], [-5.7954, -0.7382, -0.2081], [-4.5201, -1.2414, -0.0196], [-1.8987, -2.1076, 0.4265], [-0.6500, -2.4992, 0.7520], [-0.4591, -3.8521, 1.0952], [0.7512, -4.2862, 1.5594], [1.8026, -3.3776, 1.7173], [1.6545, -2.0639, 1.3506], [0.4474, -1.5925, 0.8096], [1.7650, 4.9114, 1.3983], [2.9657, 4.1130, 2.4130], [2.7644, 3.6167, 0.7380], [1.6663, 1.9804, 2.2667], [0.7439, 3.2848, 3.0067], [-0.3533, 3.7127, 0.7729], [-0.7297, 2.1498, 1.5053], [-0.3429, 1.9234, -0.8945], [1.2787, 2.6190, -0.7342], [3.0330, 0.1678, 0.5714], [2.8545, 1.4028, -0.6556], [3.6568, -0.6650, -1.6527], [2.2580, -1.5609, -1.0642], [2.1560, 0.7655, -3.0358], [0.7533, -0.1160, -2.4262], [3.0337, -1.3493, -4.0410], [1.6265, -2.2192, -3.4282], [1.4236, -0.9676, -4.6542], [-2.9331, 1.7350, -0.0478], [-5.3147, 2.4470, -0.3781], [-6.6533, -1.3964, -0.2627], [-4.3321, -2.2979, 0.0804], [-1.3075, -4.5123, 1.0085], [0.8942, -5.3218, 1.8311], [2.7405, -3.7133, 2.1348], [2.4757, -1.3887, 1.5219]],
  "smiles": "CCCCN(CCCC)c1nc(-c2ccncc2)nc2ccccc12",
  "orbital_gap_ev": 8.26,
  "energy_ha": -1034.87223,
  "lumo_energy_ev": 0.1,
  "total_charge": 0
}